# 1
Computed, not measured: a single C4H6N4 molecule, with ωB97M-V/def2-TZVPD.

Atoms and positions in Å:
C -0.448 -0.725 0.215
C 1.233 0.719 1.037
C 1.818 0.143 -0.218
C -2.334 0.601 -0.226
N 0.113 0.244 1.317
N -1.367 -0.094 -0.622
N -0.400 -1.976 0.399
N 1.556 0.680 -1.335
H -1.153 -2.477 -0.066
H 1.902 0.184 -2.154
H 1.860 1.231 1.761
H 2.659 -0.524 0.030
H -2.901 1.163 -0.959
H -2.536 0.831 0.823

Calculated values
Energy relative to the best compared isomer or geometry (same formula, charge and spin) (kJ/mol): 356.05
Multiplicity: 1
E_LUMO (eV): 0.66
HOMO energy (eV): -9.44
Structure (SMILES): [H]/N=C/C=N/C(N=C)=N/[H]
Frontier orbital gap (eV): 10.10

Results of the Mulliken charge analysis, in e, for atoms 1 through 6: number 1, C, carries 0.564; number 2, C, carries -0.096; number 3, C, carries -0.014; number 4, C, carries -0.285; number 5, N, carries -0.404; number 6, N, carries -0.414


# 2
Computed, not measured: a molecular structure, C10H13GdNO5, with ωB97M-V/def2-TZVPD.

Atoms and positions in Å:
Gd 0.137 0.097 0.216
O -2.680 -0.854 2.369
C -1.801 -0.610 1.665
C 1.875 0.845 -1.572
O 2.667 1.321 -2.258
C -1.646 0.873 -1.464
O -2.453 1.301 -2.171
C 1.821 -1.313 1.560
O 2.598 -1.782 2.267
C -0.608 -2.515 -0.902
H -0.390 -3.057 0.025
H -1.662 -2.276 -1.083
C 0.382 -2.069 -1.726
H 0.169 -1.463 -2.612
H 1.442 -2.235 -1.500
C 1.208 5.244 2.170
N 1.321 3.788 2.079
C 2.316 3.089 2.888
C 0.589 3.084 1.277
C -0.420 3.650 0.318
O 0.795 1.796 1.328
H 1.915 5.570 2.930
H 0.182 5.525 2.452
H 1.441 5.707 1.200
H 1.853 2.337 3.538
H 3.062 2.583 2.264
H 2.808 3.842 3.498
H -0.118 3.460 -0.722
H -1.412 3.208 0.487
H -0.501 4.736 0.454

Calculated values
Multiplicity: 8
E_LUMO (alpha / beta) (eV): -13.03 / -16.20
HOMO energy (alpha / beta) (eV): -20.86 / -20.84
Total charge: +3
Frontier orbital gap (alpha / beta) (eV): 7.82 / 4.65

Results of the Mulliken charge analysis, in e, for atoms 1 through 6: number 1, Gd, carries 0.514; number 2, O, carries -0.008; number 3, C, carries 0.359; number 4, C, carries 0.345; number 5, O, carries -0.029; number 6, C, carries 0.353


# 3
Computed, not measured: 10 unconnected molecules or ions with the total composition C38H76O22S8, with ωB97M-V/def2-TZVPD.

Atoms and positions in Å:
C -1.921 1.272 -6.206
O -1.076 0.789 -5.083
C -0.513 -0.420 -5.271
O -0.592 -1.106 -6.248
O 0.170 -0.653 -4.223
C 1.080 -1.816 -4.186
H -2.932 1.023 -5.878
H -1.729 0.647 -7.098
H -1.717 2.338 -6.235
H 2.005 -1.465 -4.674
H 0.806 -2.657 -4.885
H 1.180 -2.050 -3.092
C 1.127 -3.624 -0.118
O 1.037 -2.558 0.914
C 0.721 -1.307 0.477
O 0.459 -1.062 -0.655
O 0.847 -0.494 1.518
C 0.524 0.845 1.314
H 1.719 -4.353 0.384
H 1.499 -3.196 -1.020
H 0.167 -4.006 -0.295
H 0.929 1.167 0.330
H 1.042 1.493 2.022
H -0.526 1.096 1.361
C -5.412 -0.659 2.840
C -5.811 -1.410 1.509
C -7.040 -0.787 0.933
S -6.909 1.010 1.318
O -8.139 1.479 1.888
O -6.365 1.772 0.174
C -5.606 0.823 2.620
H -4.356 -0.823 2.993
H -6.042 -1.039 3.613
H -6.017 -2.440 1.782
H -4.955 -1.322 0.795
H -8.008 -0.973 1.270
H -6.982 -0.875 -0.155
H -5.851 1.480 3.457
H -4.719 1.215 2.148
C 5.724 -0.530 3.743
C 4.730 -1.738 3.896
C 3.736 -1.689 2.774
S 4.641 -0.946 1.317
O 3.884 0.237 0.925
O 5.070 -1.841 0.238
C 6.090 -0.368 2.267
H 6.651 -0.736 4.219
H 5.356 0.437 4.155
H 4.198 -1.631 4.862
H 5.281 -2.661 3.884
H 2.813 -1.085 2.974
H 3.342 -2.619 2.408
H 6.155 0.618 1.812
H 6.902 -0.978 1.932
C 1.481 2.623 -2.288
C 2.484 1.494 -2.596
C 3.571 2.168 -3.384
S 2.643 3.029 -4.658
O 2.154 2.089 -5.704
O 3.385 4.224 -5.062
C 1.204 3.334 -3.628
H 1.815 3.312 -1.531
H 0.581 2.176 -1.858
H 2.003 0.637 -3.096
H 2.970 1.189 -1.681
H 4.374 1.581 -3.835
H 4.092 2.896 -2.808
H 0.355 2.837 -4.100
H 1.030 4.417 -3.516
C -2.771 -2.925 -3.550
C -4.266 -3.227 -3.090
C -4.219 -3.672 -1.609
S -2.413 -3.728 -1.124
O -1.762 -5.019 -1.340
O -2.270 -3.127 0.192
C -1.832 -2.580 -2.358
H -2.852 -2.111 -4.257
H -2.325 -3.782 -4.097
H -4.677 -3.983 -3.812
H -4.841 -2.289 -3.137
H -4.692 -4.648 -1.522
H -4.642 -2.972 -0.955
H -0.806 -2.881 -2.610
H -1.832 -1.549 -1.965
C 8.763 -5.076 -1.398
C 8.747 -3.567 -1.696
C 8.180 -2.771 -0.516
S 8.126 -3.910 0.850
O 6.992 -3.661 1.696
O 9.434 -4.029 1.390
C 7.949 -5.349 -0.149
H 9.788 -5.344 -1.194
H 8.258 -5.632 -2.203
H 8.244 -3.232 -2.612
H 9.785 -3.210 -1.830
H 7.151 -2.542 -0.592
H 8.566 -1.851 -0.149
H 6.899 -5.518 -0.396
H 8.418 -6.148 0.519
C 0.834 -0.241 5.825
C 1.108 1.202 5.327
C -0.116 2.039 5.583
S -1.523 0.907 5.322
O -2.110 1.159 4.041
O -2.340 0.971 6.516
C -0.629 -0.648 5.312
H 0.692 -0.158 6.890
H 1.687 -0.843 5.620
H 1.367 1.228 4.248
H 2.007 1.580 5.805
H -0.262 2.911 4.915
H -0.225 2.411 6.632
H -0.660 -0.973 4.252
H -1.259 -1.273 6.002
C -4.537 4.231 2.223
C -4.260 5.507 1.368
C -2.760 5.825 1.334
S -1.973 4.376 2.016
O -0.771 4.649 2.719
O -1.954 3.312 1.031
C -3.360 4.031 3.123
H -4.605 3.349 1.541
H -5.461 4.305 2.830
H -4.730 6.393 1.824
H -4.658 5.455 0.346
H -2.624 6.698 2.000
H -2.356 6.041 0.314
H -3.403 4.779 3.885
H -3.329 3.067 3.604
C -3.447 3.078 -1.602
C -2.086 2.551 -2.043
C -2.036 1.078 -1.826
S -3.758 0.540 -2.346
O -4.367 -0.396 -1.407
O -3.689 0.072 -3.733
C -4.544 2.233 -2.271
H -3.641 4.118 -1.900
H -3.496 3.068 -0.565
H -1.244 3.102 -1.532
H -2.011 2.638 -3.142
H -1.791 0.766 -0.850
H -1.455 0.554 -2.591
H -5.491 2.275 -1.768
H -4.643 2.534 -3.353

Calculated values
Multiplicity: 1
E_LUMO (eV): 0.18
HOMO energy (eV): -10.03
Structure (SMILES): O=S1(=O)CCCC1.O=S1(=O)CCCC1.O=S1(=O)CCCC1.O=S1(=O)CCCC1.O=S1(=O)CCCC1.O=S1(=O)CCCC1.O=S1(=O)CCCC1.O=S1(=O)CCCC1.COC(=O)OC.COC(=O)OC
Frontier orbital gap (eV): 10.22

Results of the Mulliken charge analysis, in e, for atoms 1 through 6: number 1, C, carries -1.032; number 2, O, carries 0.251; number 3, C, carries 0.513; number 4, O, carries -0.647; number 5, O, carries 0.381; number 6, C, carries -1.072


# 4
Computed, not measured: 2 unconnected molecules or ions with the total composition C2HClN2O, with ωB97M-V/def2-TZVPD.

Atoms and positions in Å:
C 0.241 -1.367 -0.091
C -3.335 0.327 -0.015
N -0.650 -0.643 0.020
N -3.212 1.486 0.164
O -2.813 2.582 0.016
Cl -4.412 -1.072 0.107
H 0.898 -2.217 -0.024

Calculated values
Energy relative to the best compared isomer or geometry (same formula, charge and spin) (kJ/mol): 433.60
Multiplicity: 1
E_LUMO (eV): -0.14
HOMO energy (eV): -9.58
Structure (SMILES): [O-][N+]#CCl.C#N
Frontier orbital gap (eV): 9.44

Results of the Mulliken charge analysis, in e, for atoms 1 through 6: number 1, C, carries 0.030; number 2, C, carries 0.174; number 3, N, carries -0.310; number 4, N, carries 0.490; number 5, O, carries -0.584; number 6, Cl, carries -0.071


# 5
Computed, not measured: 2 unconnected molecules or ions with the total composition CH2F3N, with ωB97M-V/def2-TZVPD.

Atoms and positions in Å:
C -1.447 -0.579 0.204
N -0.293 -0.211 0.375
F -2.128 -1.479 0.936
F -1.490 2.133 -0.595
F -2.190 -0.142 -0.732
H 0.264 -0.706 0.935
H -1.580 2.903 -0.895

Calculated values
Energy relative to the best compared isomer or geometry (same formula, charge and spin) (kJ/mol): 147.22
Multiplicity: 1
E_LUMO (eV): 0.91
HOMO energy (eV): -11.19
Structure (SMILES): N=C(F)F.F
Frontier orbital gap (eV): 12.10

Results of the Mulliken charge analysis, in e, for atoms 1 through 6: number 1, C, carries 0.617; number 2, N, carries -0.454; number 3, F, carries -0.208; number 4, F, carries -0.366; number 5, F, carries -0.177; number 6, H, carries 0.242


# 6
Computed, not measured: a molecular structure, C21H21Cl4N3O4ReS, with ωB97M-V/def2-TZVPD.

Atoms and positions in Å:
Re -0.032 -0.081 0.975
N -1.187 -3.320 -1.191
C -1.196 -2.293 -0.371
O -0.323 -1.376 -0.545
C -2.205 -2.118 0.701
C -1.662 -1.134 1.760
H -0.485 -3.379 -1.913
H -1.849 -4.072 -1.086
H -2.524 -3.081 1.104
H -3.079 -1.693 0.195
H -1.303 -1.682 2.634
H -2.488 -0.503 2.108
Cl -7.033 3.123 1.765
C -5.496 3.875 1.551
C -5.127 4.944 2.355
C -3.891 5.525 2.146
C -2.996 5.072 1.174
C -1.658 5.790 1.135
C -0.689 5.235 2.187
N -0.786 3.789 2.345
C -1.375 3.113 3.406
C -1.268 1.798 3.124
N -0.602 1.655 1.910
C -0.342 2.887 1.479
O -1.031 5.754 -0.141
C -1.090 6.941 -0.891
C -0.106 7.982 -0.422
C 1.317 7.791 -0.501
Cl 2.067 6.449 -1.099
S 2.218 9.149 0.061
C 0.777 9.971 0.391
C -0.385 9.226 0.086
C -3.398 3.994 0.393
Cl -2.396 3.262 -0.833
C -4.642 3.402 0.572
H -5.801 5.316 3.112
H -3.613 6.375 2.761
H -1.875 6.830 1.404
H -0.895 5.683 3.157
H 0.340 5.472 1.914
H -1.808 3.635 4.239
H -1.594 0.944 3.688
H 0.169 3.126 0.564
H -2.096 7.372 -0.900
H -0.841 6.665 -1.918
H 0.806 10.973 0.794
H -1.379 9.626 0.225
H -4.936 2.575 -0.057
Cl 2.705 2.440 2.539
C 2.753 0.720 3.067
C 2.905 -0.208 1.884
O 3.942 -0.692 1.565
O 1.770 -0.443 1.184
H 1.837 0.533 3.624
H 3.624 0.614 3.706

Calculated values
Multiplicity: 2
E_LUMO (alpha / beta) (eV): -6.76 / -9.67
HOMO energy (alpha / beta) (eV): -12.26 / -12.26
Total charge: +2
Frontier orbital gap (alpha / beta) (eV): 5.50 / 2.59

Results of the Mulliken charge analysis, in e, for atoms 1 through 6: number 1, Re, carries 0.848; number 2, N, carries -0.343; number 3, C, carries 0.822; number 4, O, carries -0.686; number 5, C, carries -0.774; number 6, C, carries -1.007